# 1
{"formula": "C34H29F7N6O3", "method": "ωB97M-V with the def2-TZVPD basis set", "smiles": "NN1C(=O)c2cc(CCC(F)=C(F)F)c(C(F)(F)C(F)F)c(O)c2C1=O.c1ccncc1.c1ccncc1.c1ccncc1.c1ccncc1", "elements": ["N", "N", "C", "O", "C", "C", "C", "C", "C", "C", "F", "C", "F", "F", "C", "C", "F", "F", "C", "F", "F", "C", "O", "C", "C", "O", "H", "H", "H", "H", "H", "H", "H", "H", "H", "C", "C", "C", "N", "C", "C", "H", "H", "H", "H", "H", "C", "C", "C", "N", "C", "C", "H", "H", "H", "H", "H", "C", "C", "C", "N", "C", "C", "H", "H", "H", "H", "H", "C", "C", "C", "N", "C", "C", "H", "H", "H", "H", "H"], "coordinates": [[-1.368567, -0.984858, -1.422960], [-0.535121, -1.000830, -2.622353], [-0.503939, -2.439710, -2.963216], [-0.899241, -2.915532, -3.966335], [0.238865, -3.060072, -1.788654], [0.177964, -4.304577, -1.212915], [0.980203, -4.553480, -0.090134], [0.823605, -5.932491, 0.525247], [1.380029, -7.031762, -0.406925], [1.703126, -8.242175, 0.414710], [0.834057, -9.279507, 0.412736], [2.770394, -8.328336, 1.227717], [4.011659, -8.067250, 0.874127], [2.699863, -8.694583, 2.498705], [1.844809, -3.572651, 0.412497], [2.710184, -3.893330, 1.619177], [3.345824, -5.092482, 1.460732], [3.683723, -2.987424, 1.807224], [1.884280, -3.964603, 2.963421], [2.496428, -3.212247, 3.900475], [0.664652, -3.413161, 2.771449], [1.895265, -2.300242, -0.204729], [2.668556, -1.271852, 0.265753], [1.074780, -2.069848, -1.289862], [0.848768, -0.851279, -2.149522], [1.585010, 0.007120, -2.486214], [-1.479936, -0.031461, -1.093779], [-2.273505, -1.368910, -1.660379], [-0.499351, -5.049472, -1.605261], [-0.252349, -6.081362, 0.616095], [1.242058, -5.996051, 1.515921], [2.282546, -6.706156, -0.919799], [0.603048, -7.331422, -1.105589], [1.808339, -4.981728, 3.343778], [3.561866, -1.319766, -0.089430], [-1.221738, 1.673470, 3.342588], [-2.130000, 2.396349, 2.587589], [-1.934256, 2.471272, 1.216425], [-0.915510, 1.887931, 0.580760], [-0.049379, 1.196594, 1.329161], [-0.157082, 1.057845, 2.702173], [-1.340848, 1.590254, 4.415577], [-2.974003, 2.890854, 3.048367], [-2.619459, 3.025295, 0.587428], [0.770899, 0.734914, 0.788085], [0.574671, 0.482828, 3.253465], [-1.109313, 8.022385, -0.532218], [-2.482624, 7.887629, -0.406661], [-2.989625, 6.650377, -0.042455], [-2.232816, 5.579616, 0.191735], [-0.915514, 5.726073, 0.064355], [-0.306273, 6.919994, -0.291725], [-0.672349, 8.971901, -0.813812], [-3.146643, 8.721978, -0.586503], [-4.057759, 6.502491, 0.069108], [-0.325969, 4.835719, 0.257557], [0.769628, 6.980995, -0.378489], [-7.678886, 4.292278, 0.820307], [-7.922464, 3.063177, 1.409265], [-6.892383, 2.454968, 2.109187], [-5.676640, 2.981329, 2.247148], [-5.457230, 4.163215, 1.670779], [-6.421382, 4.856572, 0.952886], [-8.456563, 4.802144, 0.266067], [-8.889115, 2.585232, 1.330103], [-7.042101, 1.493955, 2.589204], [-4.457045, 4.568888, 1.791455], [-6.192113, 5.814446, 0.507583], [5.269844, 1.785471, -3.881353], [4.419123, 0.971961, -3.149963], [4.960222, -0.138975, -2.526509], [6.246248, -0.478223, -2.584739], [7.048364, 0.315484, -3.291523], [6.613741, 1.453649, -3.954484], [4.890588, 2.664395, -4.386808], [3.367695, 1.187648, -3.066118], [4.325802, -0.800425, -1.947608], [8.090689, 0.017698, -3.325499], [7.311678, 2.061840, -4.513596]], "forces_ev_per_angstrom": [[0.112, -0.103, 0.584], [-0.352, 0.339, -1.124], [0.544, 0.173, 1.490], [-0.446, -0.368, -0.503], [0.038, -0.159, -0.342], [0.286, 0.368, -0.018], [-0.234, -0.272, -0.011], [-0.403, 0.618, -0.641], [0.143, -0.921, 0.352], [1.176, -0.183, -0.383], [-0.944, 0.665, 0.952], [-0.618, -0.218, -0.079], [-0.036, 1.171, 0.368], [0.354, -1.130, -0.253], [0.170, 0.153, -0.406], [-0.478, 0.254, 0.440], [-0.015, -0.148, -0.053], [0.224, -0.026, -0.162], [0.413, 0.479, -0.140], [0.124, -0.114, 0.116], [-0.194, -0.271, -0.022], [0.272, -0.237, -0.045], [-0.383, 0.114, -0.002], [0.272, 0.009, -0.278], [-0.620, -0.858, 1.205], [0.338, 0.572, -0.080], [0.010, 0.199, -0.308], [-0.094, 0.253, -0.226], [0.011, -0.142, 0.064], [-0.046, -0.148, 0.211], [0.170, -0.145, 0.095], [-0.043, 0.162, -0.171], [0.207, 0.164, -0.438], [-0.184, -0.102, -0.076], [0.098, -0.047, 0.084], [-0.004, 0.016, 0.032], [0.083, 0.021, 0.057], [-0.048, -0.063, -0.197], [-0.014, -0.194, 0.190], [0.049, 0.022, -0.255], [-0.017, 0.019, 0.032], [-0.003, -0.003, -0.002], [-0.060, -0.047, -0.054], [-0.026, 0.053, 0.070], [0.035, -0.034, 0.071], [0.011, -0.011, -0.030], [0.030, 0.036, -0.014], [0.014, -0.002, 0.002], [0.025, -0.066, 0.014], [-0.062, 0.181, -0.016], [0.014, -0.186, 0.053], [-0.054, 0.031, -0.008], [-0.002, 0.000, 0.001], [-0.015, -0.009, 0.006], [-0.022, 0.053, -0.025], [0.030, 0.018, -0.018], [0.005, -0.025, 0.003], [-0.041, 0.042, -0.042], [0.009, 0.017, -0.003], [0.097, -0.098, 0.090], [-0.060, 0.117, -0.076], [0.076, -0.041, 0.060], [0.004, -0.053, 0.022], [0.002, 0.000, 0.001], [0.005, -0.017, 0.013], [-0.048, -0.003, -0.021], [-0.009, 0.039, -0.059], [0.006, 0.011, 0.005], [0.068, -0.005, -0.002], [0.089, 0.166, -0.097], [0.104, -0.079, 0.046], [-0.038, 0.056, -0.009], [0.050, -0.072, 0.030], [-0.055, -0.007, 0.008], [-0.003, 0.000, 0.002], [-0.028, -0.010, 0.018], [-0.099, 0.000, -0.077], [0.011, 0.045, -0.026], [0.019, -0.016, 0.002]]}

***

# 2
{"formula": "C34H29N3O5", "method": "ωB97M-V with the def2-TZVPD basis set", "smiles": "Cc1ccc([C@@H]2[C@@H]3C(=O)N(c4ccccc4)C(=O)[C@@H]3[C@]3(C)C(=O)N(Cc4ccc(-c5ccccc5)cc4)CC(=O)N23)o1", "e_above_lowest_kj_mol": 0.00, "elements": ["C", "C", "C", "C", "C", "C", "C", "C", "O", "N", "C", "C", "C", "C", "C", "C", "C", "O", "C", "C", "C", "C", "O", "N", "C", "C", "C", "C", "C", "C", "C", "C", "C", "C", "C", "C", "C", "C", "C", "O", "N", "O", "H", "H", "H", "H", "H", "H", "H", "H", "H", "H", "H", "H", "H", "H", "H", "H", "H", "H", "H", "H", "H", "H", "H", "H", "H", "H", "H", "H", "H"], "coordinates": [[-0.741995, 2.086514, -2.375656], [0.579315, 2.463260, -1.809417], [1.388416, 3.534806, -2.034445], [2.517996, 3.370407, -1.196483], [2.317178, 2.208219, -0.519525], [3.153382, 1.500919, 0.496289], [3.806473, 0.189052, -0.040280], [3.294396, -0.102241, -1.441519], [3.699258, 0.360885, -2.470963], [2.240318, -0.985758, -1.307125], [1.369797, -1.332979, -2.374473], [1.895274, -1.687261, -3.608933], [1.036473, -2.016194, -4.642830], [-0.333756, -2.004928, -4.444320], [-0.850027, -1.651952, -3.208725], [-0.003207, -1.306537, -2.170316], [2.068038, -1.456458, -0.015725], [1.181175, -2.183623, 0.330194], [3.224348, -0.922738, 0.825411], [2.769200, -0.230844, 2.122633], [3.946240, -0.071904, 3.097598], [1.684616, -1.038841, 2.846634], [1.856633, -2.214353, 3.089339], [0.595040, -0.342435, 3.210682], [-0.563017, -1.040698, 3.755331], [-1.721876, -0.884428, 2.807270], [-1.669807, -1.506480, 1.564731], [-2.672584, -1.302240, 0.638627], [-3.754812, -0.473518, 0.929519], [-4.800207, -0.232385, -0.075965], [-4.455916, 0.002615, -1.405219], [-5.432784, 0.235041, -2.355040], [-6.769575, 0.230027, -1.993382], [-7.123072, -0.004220, -0.675021], [-6.146925, -0.230046, 0.277664], [-3.815027, 0.127149, 2.183685], [-2.806350, -0.071651, 3.109070], [0.517581, 1.096564, 3.203237], [1.335805, 1.796939, 2.129012], [1.086746, 2.930906, 1.782839], [2.339727, 1.058357, 1.626911], [1.144021, 1.643940, -0.893824], [-1.134811, 2.912551, -2.960475], [-0.649209, 1.209001, -3.016317], [-1.439556, 1.852401, -1.572557], [1.204245, 4.346264, -2.707683], [3.357205, 4.028108, -1.105851], [3.925830, 2.201822, 0.835383], [4.893052, 0.262674, -0.038388], [2.962798, -1.696219, -3.758933], [1.442111, -2.288099, -5.605492], [-0.999371, -2.269594, -5.252169], [-1.919348, -1.640295, -3.055492], [-0.396998, -1.016968, -1.209443], [3.908052, -1.747183, 1.033964], [4.224250, -1.047935, 3.487070], [4.804172, 0.375981, 2.602710], [3.652212, 0.564810, 3.929525], [-0.801241, -0.636090, 4.744259], [-0.273640, -2.089810, 3.849984], [-0.830747, -2.141856, 1.325395], [-2.630104, -1.806099, -0.315872], [-3.413382, 0.025147, -1.689056], [-5.150686, 0.423357, -3.380960], [-7.533011, 0.408892, -2.735978], [-8.164737, -0.011993, -0.388634], [-6.428135, -0.427199, 1.302034], [-4.642226, 0.778967, 2.424285], [-2.864728, 0.412093, 4.074793], [-0.523571, 1.395253, 3.046808], [0.832252, 1.499472, 4.179188]], "forces_ev_per_angstrom": [[0.257, -0.188, 0.172], [-0.115, 0.780, -0.578], [-0.394, -0.436, 0.031], [0.052, -0.726, 0.455], [0.661, 1.011, -0.150], [-0.299, 0.405, -0.222], [0.107, 0.005, 0.034], [0.493, 0.109, 0.194], [0.043, -0.007, -0.064], [-0.260, -0.307, -0.335], [-0.169, -0.051, -0.206], [0.027, 0.003, 0.087], [-0.001, -0.017, -0.026], [-0.038, -0.008, -0.061], [-0.012, -0.005, 0.014], [0.084, -0.003, 0.004], [0.226, -0.010, 0.065], [-0.116, -0.093, 0.010], [-0.063, -0.066, 0.374], [0.217, -0.477, 0.293], [-0.176, -0.188, -0.100], [0.316, 0.238, -0.024], [0.242, -0.217, 0.023], [-0.319, 0.016, 0.019], [0.023, -0.211, -0.012], [-0.144, 0.071, 0.110], [0.020, 0.004, 0.073], [-0.019, 0.051, 0.050], [0.162, 0.002, 0.233], [-0.185, 0.037, -0.166], [-0.007, -0.024, 0.077], [-0.026, -0.009, -0.109], [-0.064, 0.014, -0.057], [-0.099, 0.042, -0.017], [0.085, -0.003, 0.004], [-0.074, -0.022, -0.154], [0.100, -0.156, 0.047], [0.013, 0.425, 0.051], [-0.379, -0.087, 0.464], [-0.100, 0.170, 0.148], [0.207, -0.223, -0.452], [-0.049, -0.284, 0.232], [-0.029, 0.054, -0.023], [-0.069, -0.009, -0.044], [-0.132, -0.011, 0.027], [-0.137, 0.141, -0.172], [0.224, 0.118, 0.094], [-0.089, -0.086, -0.157], [-0.094, -0.029, -0.052], [0.072, 0.011, 0.003], [0.039, -0.020, -0.078], [-0.055, -0.024, -0.069], [-0.104, 0.004, 0.037], [-0.038, 0.034, 0.090], [-0.048, 0.031, -0.030], [0.067, -0.059, 0.019], [0.108, 0.082, -0.059], [-0.007, 0.073, 0.074], [-0.003, -0.068, -0.036], [-0.059, 0.162, 0.097], [0.074, -0.080, -0.038], [0.000, -0.066, -0.115], [0.118, 0.007, -0.015], [0.022, 0.023, -0.074], [-0.058, 0.014, -0.056], [-0.075, -0.010, 0.021], [-0.016, -0.025, 0.090], [-0.074, 0.069, 0.001], [0.023, 0.058, 0.092], [0.190, 0.009, -0.029], [-0.082, 0.033, -0.128]]}

***

# 3
{"formula": "C34H29N9Pd", "method": "ωB97M-V with the def2-TZVPD basis set", "charge": 2, "e_above_lowest_kj_mol": 21.23, "elements": ["Pd", "C", "C", "C", "C", "C", "N", "C", "C", "C", "C", "C", "C", "C", "N", "C", "C", "C", "N", "C", "C", "N", "C", "C", "C", "N", "H", "H", "H", "H", "H", "H", "H", "H", "H", "H", "H", "H", "H", "H", "H", "H", "H", "H", "N", "C", "C", "N", "C", "C", "N", "C", "C", "N", "H", "H", "H", "H", "H", "H", "C", "C", "C", "C", "C", "C", "C", "C", "H", "H", "H", "H", "H"], "coordinates": [[0.334293, 0.169102, -0.079351], [-0.329308, 0.622119, 6.991878], [-0.134161, 0.232677, 5.558141], [0.396045, -1.051077, 5.232062], [0.612961, -1.430936, 3.953178], [0.320795, -0.576508, 2.834776], [0.376893, -1.025984, 1.583285], [0.359428, -2.421389, 1.334221], [-0.615411, -3.223871, 1.930625], [-0.705112, -4.575628, 1.656632], [0.165241, -5.185513, 0.755968], [0.061003, -6.648857, 0.433960], [1.114474, -4.382767, 0.135789], [1.219551, -3.026168, 0.412061], [2.249914, -2.300329, -0.251452], [3.550512, -2.656468, -0.353375], [4.167042, -1.738453, -1.166532], [3.147525, -0.846332, -1.523424], [1.988271, -1.194585, -0.980394], [-0.109442, 0.768640, 3.180382], [-0.367099, 1.102502, 4.537322], [-0.284376, 1.755851, 2.252152], [-1.098449, 2.923663, 2.408572], [-1.010489, 3.662673, 1.311201], [0.002700, 3.030894, 0.415508], [0.292757, 1.763415, 1.071017], [-0.634888, -0.234884, 7.590463], [-1.081404, 1.402088, 7.095754], [0.605203, 0.997782, 7.414352], [0.649381, -1.729649, 6.037282], [1.033528, -2.403263, 3.743310], [-1.314080, -2.766516, 2.619908], [-1.467573, -5.166734, 2.148688], [-0.394236, -7.200085, 1.254688], [1.040471, -7.080113, 0.232513], [-0.556631, -6.805636, -0.452580], [1.795241, -4.815026, -0.588038], [3.931661, -3.518894, 0.166980], [5.203624, -1.710799, -1.451045], [3.206930, 0.036893, -2.139581], [-0.678296, 2.108228, 4.780523], [-1.688636, 3.054783, 3.296400], [-1.510464, 4.600027, 1.127823], [0.916509, 3.648543, 0.501465], [-1.988097, -1.796431, -3.379276], [-2.437348, -2.681112, -2.440088], [-1.831038, -2.324738, -1.269603], [-1.029075, -1.238497, -1.478038], [-1.141285, -0.937808, -2.752704], [-0.431938, 0.130778, -3.425611], [0.049809, 1.244361, -2.869218], [0.668966, 2.000398, -3.853473], [0.544876, 1.333433, -5.019303], [-0.144820, 0.174430, -4.733911], [-2.324274, -1.745404, -4.327392], [-3.136993, -3.462625, -2.678461], [-1.917326, -2.788366, -0.302176], [1.134481, 2.942079, -3.627375], [0.885878, 1.570870, -6.010776], [-0.321474, -0.567611, -5.392369], [0.022076, 1.549983, -1.459927], [-0.224163, 2.802768, -1.058543], [-0.596373, 3.971108, -1.892220], [0.199327, 5.116424, -1.915136], [-0.153431, 6.195602, -2.712115], [-1.305937, 6.143441, -3.484207], [-2.110070, 5.012472, -3.454209], [-1.758747, 3.930856, -2.660361], [1.107867, 5.161973, -1.325145], [0.471846, 7.078082, -2.730242], [-1.581412, 6.987726, -4.101464], [-3.018019, 4.978027, -4.041484], [-2.395202, 3.054364, -2.618280]], "forces_ev_per_angstrom": [[-0.125, -0.074, -0.091], [-0.021, 0.003, -0.013], [0.047, -0.119, 0.053], [0.013, 0.025, 0.072], [-0.013, 0.005, -0.046], [-0.034, 0.035, 0.088], [0.043, -0.033, -0.015], [-0.008, -0.013, 0.013], [0.007, 0.015, 0.013], [0.000, -0.009, -0.005], [-0.008, -0.002, 0.005], [0.001, 0.001, 0.003], [0.003, 0.010, 0.002], [0.011, 0.003, -0.021], [-0.009, -0.001, 0.000], [0.010, 0.005, 0.010], [-0.001, -0.007, -0.004], [-0.001, -0.001, 0.013], [0.032, 0.004, -0.007], [0.018, -0.066, 0.150], [0.008, 0.025, -0.187], [-0.087, 0.129, 0.074], [0.007, -0.049, -0.018], [-0.036, 0.018, -0.005], [0.073, 0.036, 0.031], [-0.004, 0.000, -0.132], [-0.013, 0.000, -0.004], [0.015, 0.014, -0.002], [0.009, -0.019, 0.000], [0.000, 0.003, -0.001], [0.002, -0.003, 0.003], [-0.001, 0.000, 0.002], [0.000, 0.002, 0.000], [0.001, 0.000, 0.000], [0.000, 0.000, -0.001], [-0.001, 0.001, 0.001], [0.002, 0.003, 0.001], [0.000, 0.000, 0.000], [-0.001, -0.001, -0.001], [-0.002, -0.002, -0.001], [-0.005, 0.000, -0.006], [-0.002, 0.006, 0.000], [0.003, -0.003, -0.002], [0.010, -0.012, -0.020], [-0.007, 0.016, -0.002], [-0.003, -0.012, 0.008], [-0.012, 0.014, 0.020], [0.079, 0.046, 0.013], [-0.025, -0.021, 0.020], [0.031, 0.013, -0.024], [-0.014, -0.012, -0.023], [0.005, -0.002, 0.003], [0.001, 0.000, -0.004], [-0.008, 0.001, -0.004], [0.002, 0.003, -0.001], [0.001, 0.000, 0.001], [0.001, -0.001, -0.005], [0.000, -0.002, 0.003], [-0.001, 0.000, 0.000], [0.002, -0.001, 0.001], [0.019, 0.003, 0.050], [0.003, 0.028, -0.012], [-0.011, -0.011, 0.006], [-0.009, -0.007, 0.006], [-0.001, 0.001, -0.003], [0.003, 0.005, 0.000], [-0.004, -0.008, 0.001], [0.010, 0.009, -0.002], [-0.001, 0.007, -0.004], [0.001, -0.001, 0.001], [-0.001, -0.001, 0.000], [0.000, 0.000, 0.000], [-0.004, 0.003, -0.003]]}

***

| no. | energy (eV) |
| --- | --- |
| 1 | -69829.251 |
| 2 | -50438.960 |
| 3 | -52604.471 |